No. 1
Entry from the Open Molecules 2025 dataset: C31H26BrIrN3O2 as an isolated structure (wB97M-V/def2-TZVPD).

```
! RIJCOSX wB97M-V def2-TZVPD def2/J DEFGRID3
* xyz 1 1
Ir -0.055 0.207 0.022
C 1.386 -0.301 -3.143
C 0.809 1.054 -2.901
C 0.976 2.037 -3.880
C 0.424 3.285 -3.722
C -0.321 3.536 -2.580
C -0.449 2.545 -1.634
N 0.133 1.317 -1.771
C -1.239 2.761 -0.404
C -2.090 3.823 -0.142
C -2.782 3.838 1.060
C -2.619 2.811 1.977
C -1.749 1.778 1.669
N -1.101 1.789 0.500
C -1.387 0.634 2.534
C -1.837 0.551 3.832
C -1.382 -0.482 4.637
C -0.481 -1.374 4.109
C -0.058 -1.265 2.783
C 0.909 -2.267 2.248
N -0.527 -0.281 1.996
H 1.595 -0.421 -4.204
H 0.713 -1.085 -2.820
H 2.321 -0.420 -2.595
H 1.542 1.787 -4.766
H 0.556 4.050 -4.474
H -0.782 4.500 -2.426
H -2.230 4.617 -0.860
H -3.458 4.652 1.280
H -3.164 2.822 2.909
H -2.517 1.295 4.220
H -1.713 -0.568 5.663
H -0.078 -2.176 4.711
H 1.412 -2.758 3.079
H 1.641 -1.811 1.589
H 0.376 -3.035 1.681
C -3.457 -2.136 -1.566
C -2.046 -1.832 -1.133
O -1.873 -0.675 -0.697
C -1.015 -2.842 -1.229
C -1.403 -4.133 -1.682
C -0.520 -5.163 -1.822
C 0.832 -4.938 -1.511
C 1.253 -3.714 -1.075
C 0.360 -2.622 -0.909
O 0.906 -1.519 -0.496
H -4.050 -1.233 -1.463
H -3.886 -2.921 -0.941
H -3.492 -2.479 -2.599
H -2.440 -4.308 -1.925
H -0.854 -6.132 -2.166
H 1.550 -5.742 -1.618
H 2.293 -3.530 -0.835
Br 5.771 2.837 2.145
C 4.128 2.103 1.559
C 4.126 1.056 0.654
C 2.917 0.524 0.225
C 1.690 1.017 0.678
C 1.737 2.067 1.600
C 2.936 2.613 2.041
H 5.062 0.655 0.290
H 2.935 -0.314 -0.460
H 0.823 2.490 2.005
H 2.941 3.426 2.754
*
```

For the frontier orbital gap, the calculation gives 0.2508 hartree. The largest force on an atom is 0.20 eV/A. As for the energy above the lowest of the compared OMol25 structures with the same formula, charge and spin: 0.00 kcal/mol. The value obtained for the LUMO energy is -3.56 eV.

Atomic partial charges in e from the natural (NBO) method, atoms 1 to 2: atom 1 (Ir): 1.07, atom 2 (C): -0.65


No. 2
Entry from the Open Molecules 2025 dataset: a 2-piece molecular cluster, C6H9N2O2 overall at a distorted geometry (wB97M-V/def2-TZVPD).

```
! RIJCOSX wB97M-V def2-TZVPD def2/J DEFGRID3
* xyz -1 1
C -2.694 -0.991 -2.151
C -1.554 -0.372 -2.997
O -1.794 -0.045 -4.160
O -0.434 -0.281 -2.386
H -2.348 -1.888 -1.650
H -3.533 -1.194 -2.811
H -3.087 -0.252 -1.439
C 2.452 1.082 2.808
C 0.107 -0.847 0.976
C 1.185 0.977 0.577
C 1.453 0.531 1.850
N 0.286 0.102 0.052
N 0.793 -0.634 2.081
H -0.031 -0.072 -1.006
H -0.480 -1.730 0.768
H 1.464 1.950 0.188
H 3.238 1.679 2.336
H 2.975 0.300 3.363
H 2.001 1.685 3.600
*
```

For the frontier orbital gap, the calculation gives 0.3163 hartree. The largest force on an atom is 1.50 eV/A. As for the energy above the lowest of the compared OMol25 structures with the same formula, charge and spin: 5.75 kcal/mol. The value obtained for the LUMO energy is 3.68 eV.

Atomic partial charges in e from the natural (NBO) method, atoms 1 to 2: atom 1 (C): -0.74, atom 2 (C): 0.79


No. 3
Entry from the Open Molecules 2025 dataset: C20H20AsLiOS2 as an isolated structure at a distorted geometry (wB97M-V/def2-TZVPD).

```
! RIJCOSX wB97M-V def2-TZVPD def2/J DEFGRID3
* xyz 0 1
Li 0.446 0.006 2.253
S -0.589 -1.948 1.422
C -1.672 -1.251 0.259
C -2.932 -1.824 0.065
C -3.842 -1.257 -0.801
C -3.515 -0.102 -1.497
C -2.250 0.447 -1.353
C -1.307 -0.129 -0.510
As 0.424 0.670 -0.170
C 1.693 -0.631 -0.870
C 1.339 -1.829 -1.477
C 2.308 -2.758 -1.819
C 3.642 -2.502 -1.552
C 4.012 -1.301 -0.965
C 3.041 -0.377 -0.626
C 0.481 2.039 -1.549
C -0.223 3.217 -1.311
C -0.203 4.251 -2.230
C 0.546 4.127 -3.390
C 1.269 2.969 -3.624
C 1.237 1.932 -2.707
H -3.180 -2.719 0.618
H -4.812 -1.714 -0.938
H -4.239 0.369 -2.150
H -1.991 1.351 -1.898
H 0.292 -2.041 -1.667
H 2.018 -3.691 -2.284
H 4.395 -3.236 -1.802
H 5.054 -1.095 -0.758
H 3.321 0.569 -0.162
H -0.799 3.313 -0.392
H -0.758 5.161 -2.042
H 0.563 4.930 -4.113
H 1.864 2.876 -4.523
H 1.802 1.024 -2.890
C 0.313 -1.495 5.360
S -0.491 0.110 5.036
C -2.013 -0.592 4.335
O 0.260 0.658 3.870
H -0.177 -1.977 6.200
H 1.355 -1.301 5.596
H 0.237 -2.094 4.457
H -2.520 -1.151 5.116
H -1.757 -1.233 3.485
H -2.645 0.227 3.999
*
```

For the frontier orbital gap, the calculation gives 0.2645 hartree. The largest force on an atom is 1.46 eV/A. As for the energy above the lowest of the compared OMol25 structures with the same formula, charge and spin: 2.79 kcal/mol. The value obtained for the LUMO energy is 0.28 eV.

Atomic partial charges in e from the natural (NBO) method, atoms 1 to 2: atom 1 (Li): 0.84, atom 2 (S): -0.54